{"formula": "C55H44Cl2KP3Si", "method": "ωB97M-V/def2-TZVPD", "elements": ["K", "C", "C", "C", "C", "C", "C", "P", "C", "C", "C", "C", "C", "C", "C", "C", "C", "C", "C", "C", "Si", "C", "C", "C", "C", "C", "C", "P", "C", "C", "C", "C", "C", "C", "C", "C", "C", "C", "C", "C", "C", "C", "C", "C", "C", "C", "P", "C", "C", "C", "C", "C", "C", "C", "C", "C", "C", "C", "C", "H", "H", "H", "H", "H", "H", "H", "H", "H", "H", "H", "H", "H", "H", "H", "H", "H", "H", "H", "H", "H", "H", "H", "H", "H", "H", "H", "H", "H", "H", "H", "H", "H", "H", "H", "H", "H", "H", "H", "H", "H", "H", "Cl", "C", "Cl", "H", "H"], "coordinates": [[-1.80858, 2.26676, -1.89523], [-2.12267, -3.22665, 3.98915], [-1.98724, -1.86652, 4.22159], [-1.87954, -0.98423, 3.15430], [-1.87958, -1.45642, 1.84908], [-2.00427, -2.82823, 1.62098], [-2.13887, -3.70725, 2.68477], [-1.67147, -0.44073, 0.35016], [-3.43981, -0.39160, -0.21554], [-3.64244, -0.14433, -1.57429], [-4.91754, -0.06734, -2.11876], [-6.02363, -0.25131, -1.30045], [-5.83844, -0.52652, 0.04847], [-4.56181, -0.60063, 0.58314], [-1.51944, 1.32610, 0.92659], [-2.55583, 1.95018, 1.62492], [-2.49672, 3.29870, 1.93944], [-1.39583, 4.04162, 1.53296], [-0.36179, 3.42322, 0.84337], [-0.37867, 2.05916, 0.52355], [1.20865, 1.17640, -0.32303], [2.38600, 1.95216, 1.05665], [3.07848, 3.16242, 1.16291], [3.94524, 3.44845, 2.21128], [4.14380, 2.52453, 3.22331], [3.41441, 1.34725, 3.19802], [2.54404, 1.07022, 2.15054], [1.39653, -0.36913, 2.23743], [2.43785, -1.81960, 1.83829], [3.77807, -1.72981, 1.47905], [4.50174, -2.87451, 1.17057], [3.89342, -4.12104, 1.21904], [2.55048, -4.21727, 1.56256], [1.82680, -3.07200, 1.85612], [1.23601, -0.49931, 4.05909], [1.58892, -1.59299, 4.83477], [1.28905, -1.62482, 6.19681], [0.64800, -0.55930, 6.79921], [0.30186, 0.55381, 6.03300], [0.58377, 0.57473, 4.68245], [1.65372, 2.04000, -2.06103], [2.70042, 2.96682, -2.15193], [3.35837, 3.28397, -3.33555], [2.99397, 2.66472, -4.51123], [1.97775, 1.72207, -4.48231], [1.32340, 1.39289, -3.29712], [-0.06266, 0.18164, -3.38438], [-0.15865, -0.22666, -5.16740], [-0.96195, 0.57816, -5.97463], [-1.07688, 0.34092, -7.33483], [-0.39637, -0.72745, -7.90582], [0.39417, -1.54417, -7.11120], [0.51460, -1.29498, -5.75103], [0.51565, -1.40142, -2.69571], [-0.45236, -2.39074, -2.54662], [-0.11221, -3.63948, -2.04727], [1.20022, -3.89480, -1.67783], [2.16954, -2.91117, -1.82050], [1.82822, -1.66887, -2.33456], [-2.20066, -3.91314, 4.82281], [-1.94091, -1.48681, 5.23510], [-1.75364, 0.07192, 3.35043], [-1.97264, -3.20886, 0.60519], [-2.23529, -4.76937, 2.49548], [-2.76890, -0.05236, -2.21824], [-5.04673, 0.11390, -3.17938], [-7.02235, -0.20414, -1.71566], [-6.69822, -0.69057, 0.68668], [-4.43223, -0.83680, 1.63381], [-3.42780, 1.37702, 1.91753], [-3.30050, 3.76360, 2.49920], [-1.33567, 5.09899, 1.76752], [0.50080, 4.01657, 0.55763], [2.93356, 3.94917, 0.43381], [4.46296, 4.40045, 2.23489], [4.83087, 2.72737, 4.03534], [3.50877, 0.63859, 4.01277], [4.26082, -0.76085, 1.44144], [5.54616, -2.79141, 0.89509], [4.46098, -5.01349, 0.98553], [2.06465, -5.18531, 1.59384], [0.77415, -3.15119, 2.10595], [2.09957, -2.43597, 4.38790], [1.56932, -2.48974, 6.78600], [0.42200, -0.58693, 7.85789], [-0.19299, 1.39980, 6.49502], [0.29997, 1.44265, 4.09285], [3.04046, 3.46423, -1.26102], [4.15893, 4.01432, -3.32381], [3.49871, 2.89371, -5.44158], [1.70553, 1.22281, -5.40173], [-1.50302, 1.40958, -5.53374], [-1.70027, 0.97996, -7.94724], [-0.48745, -0.92383, -8.96659], [0.92323, -2.37993, -7.55164], [1.13703, -1.93781, -5.14123], [-1.48346, -2.18676, -2.81810], [-0.87227, -4.40361, -1.93799], [1.47310, -4.85776, -1.26435], [3.18664, -3.10568, -1.50424], [2.57945, -0.89453, -2.42968], [-2.74342, 5.42313, -1.87398], [-4.18818, 5.01840, -0.92197], [-4.79554, 3.39653, -1.31378], [-4.96039, 5.73989, -1.15505], [-3.91304, 5.02859, 0.12596]], "mulliken_charge": [0.9310, -0.7279, -0.5503, -0.2141, 0.5516, -0.8365, -0.5732, 1.6482, 0.1892, -0.0473, -1.2421, -0.5930, -0.8091, -0.4427, 1.1606, -0.1942, -1.3891, -1.1810, -0.2460, 0.0695, 0.9132, 0.8439, -0.2086, -0.9738, -0.9292, -0.1248, -1.3095, 1.8010, -0.0898, -0.6447, -0.7366, -0.6502, -0.6065, -0.0440, -0.0300, -0.5451, -0.5406, -0.7160, -0.6328, -0.5331, 0.7224, -0.2231, -1.1584, -0.7419, -0.9630, 0.2557, 0.4545, -0.5232, -0.1774, -0.7199, -0.4877, -0.8312, 0.1271, 0.4452, -0.1958, -0.4782, -0.5988, -0.7656, -0.0061, 0.3658, 0.3918, 0.1950, 0.3434, 0.4184, 0.5125, 0.4840, 0.3953, 0.4438, 0.4203, 0.4360, 0.4428, 0.4365, 0.3659, 0.2673, 0.4085, 0.4360, 0.5124, 0.3314, 0.3964, 0.3406, 0.4609, 0.1008, 0.4384, 0.4286, 0.3385, 0.4128, 0.5052, 0.1003, 0.3930, 0.4171, 0.2599, 0.3071, 0.4079, 0.3796, 0.4101, 0.4433, 0.3015, 0.4093, 0.3579, 0.5022, 0.2947, -0.1408, -0.2099, -0.0705, 0.3913, 0.1357], "gap_ev": 5.229, "total_charge": 0, "largest_force_ev_per_a": 0.451, "multiplicity": 1}

***

{"formula": "C55H44N2O3P2PdS3", "method": "ωB97M-V/def2-TZVPD", "elements": ["Pd", "O", "N", "N", "O", "C", "C", "C", "C", "C", "C", "H", "H", "H", "H", "H", "C", "C", "C", "C", "C", "C", "P", "C", "C", "C", "C", "C", "C", "C", "C", "C", "C", "C", "C", "H", "H", "H", "H", "H", "H", "H", "H", "H", "H", "H", "H", "H", "H", "H", "C", "C", "C", "C", "C", "C", "P", "C", "C", "C", "C", "C", "C", "C", "C", "C", "C", "C", "C", "H", "H", "H", "H", "H", "H", "H", "H", "H", "H", "H", "H", "H", "H", "H", "O", "C", "C", "C", "C", "C", "S", "C", "C", "C", "C", "S", "C", "C", "C", "C", "S", "H", "H", "H", "H", "H", "H", "H", "H", "H"], "coordinates": [[0.09175, -0.20829, -0.93963], [-1.02609, 1.55573, 8.50281], [-1.33184, 2.36089, 7.60387], [-1.67145, 1.69070, 6.45483], [-1.68662, 0.43404, 6.32172], [-1.89154, 2.49601, 5.34739], [-2.33963, 1.95708, 4.11867], [-2.55377, 2.79788, 3.03800], [-2.15841, 4.12847, 3.08209], [-1.66730, 4.74075, 4.22367], [-1.52917, 3.86928, 5.33330], [-2.58232, 0.91304, 4.08291], [-3.02661, 2.39951, 2.17098], [-2.32756, 4.76050, 2.19262], [-1.44640, 5.77917, 4.17424], [-1.13740, 4.30108, 6.25336], [5.90755, 2.01266, -1.02289], [6.17677, 0.72118, -0.59705], [5.08610, -0.15419, -0.22235], [3.79767, 0.30677, -0.47424], [3.45831, 1.59040, -1.02291], [4.57923, 2.36297, -1.39944], [2.16290, -0.39104, 0.01091], [2.36874, 0.27383, 1.89984], [1.26010, 0.82667, 2.49362], [1.20741, 0.81405, 3.90460], [2.31181, 0.38752, 4.64515], [3.52614, -0.02053, 4.07238], [3.47024, -0.09261, 2.65285], [2.39363, -2.12844, 0.40430], [2.25013, -2.82021, 1.59011], [2.53598, -4.19035, 1.71203], [2.98545, -4.84166, 0.54963], [3.15427, -4.14299, -0.68635], [2.81775, -2.81201, -0.70173], [6.72284, 2.60279, -1.13124], [7.15865, 0.58835, -0.11789], [5.27463, -0.99948, 0.16653], [2.51796, 2.03707, -1.04511], [4.33353, 3.31051, -1.88743], [0.35333, 0.67616, 1.93791], [0.18013, 0.83924, 4.36175], [2.13286, 0.38566, 5.82380], [4.41069, -0.35477, 4.70899], [4.41496, -0.32711, 2.03591], [2.04613, -2.22706, 2.47242], [2.16077, -4.63230, 2.57494], [3.15210, -5.95822, 0.42100], [3.47230, -4.69708, -1.63926], [2.77621, -2.17214, -1.58581], [-2.88636, -4.60227, -3.09036], [-3.91459, -3.93684, -2.51324], [-3.67253, -2.98088, -1.50105], [-2.35196, -2.71577, -1.14186], [-1.27986, -3.29593, -1.81235], [-1.55352, -4.27566, -2.75291], [-1.67018, -1.30344, -0.00754], [-1.59875, -1.86533, 1.66742], [-1.24918, -0.92554, 2.59240], [-1.36895, -1.33386, 3.91805], [-1.79947, -2.59949, 4.37905], [-1.91772, -3.53085, 3.34937], [-1.84586, -3.18147, 2.06000], [-3.24135, -0.34372, 0.01037], [-4.25243, -0.61756, 0.98330], [-5.56521, -0.23680, 0.73686], [-5.90518, 0.48839, -0.43992], [-4.90386, 0.82245, -1.35424], [-3.58946, 0.42818, -1.11327], [-3.09345, -5.44859, -4.00216], [-4.92735, -4.27068, -2.70597], [-4.46585, -2.33394, -1.12477], [-0.38135, -2.80631, -1.63685], [-0.70617, -4.56854, -3.30587], [-0.98440, 0.07144, 2.30644], [-1.39543, -0.63086, 4.69761], [-2.07181, -2.82876, 5.40043], [-2.35916, -4.49901, 3.54694], [-2.11348, -3.89649, 1.31710], [-4.01178, -1.24495, 1.79923], [-6.33957, -0.33714, 1.48158], [-6.85440, 0.82967, -0.55132], [-5.05729, 1.41073, -2.25427], [-2.90936, 0.58789, -1.83727], [-0.48060, 1.14709, -2.81028], [0.33132, 1.52166, -3.82483], [1.20337, 0.34173, -4.13664], [0.91105, -1.01721, -3.78977], [1.83001, -1.93637, -4.25579], [2.77732, -1.45109, -5.08823], [2.55459, 0.21937, -5.26160], [-0.52052, 1.90675, -4.98834], [-0.18859, 1.87456, -6.29482], [-1.11072, 2.57414, -7.20085], [-2.08443, 3.12155, -6.45538], [-2.02060, 2.73276, -4.75749], [1.02214, 2.83740, -3.45573], [0.65714, 3.48451, -2.30712], [1.49984, 4.60037, -2.09090], [2.49204, 4.71586, -3.01867], [2.21882, 3.61207, -4.31786], [0.37966, -1.43365, -3.05237], [1.82328, -2.89409, -3.76088], [3.60420, -2.01750, -5.65756], [0.46300, 1.08762, -6.84916], [-0.86602, 2.65451, -8.14328], [-2.97922, 3.64558, -6.62521], [-0.17851, 3.16396, -1.63507], [1.34186, 5.20931, -1.23569], [3.28387, 5.52156, -2.95320]], "mulliken_charge": [-0.6914, -0.6076, -0.3586, 0.8551, -0.8476, -1.0235, 0.4109, -0.7757, -0.2436, -0.9960, -0.0361, 1.0684, 0.4151, 0.3204, 0.4243, 0.4063, -0.8216, -1.0624, -0.5119, 0.7349, -0.9111, -0.1976, 1.0290, -0.7294, 0.3833, -0.4528, -0.2483, -1.0430, 0.5782, 0.7493, -0.1076, -0.6664, -0.5091, -0.5430, -0.8169, 0.5367, 0.2464, 1.1703, 0.5196, 0.1545, 0.4462, 0.4490, 0.2317, 0.2804, 0.0338, 0.0546, 0.4865, 0.2018, 0.2772, 0.3690, -0.4609, -0.5691, -0.1435, 0.3171, 0.1273, -0.8105, 2.4556, 0.7410, -0.0867, -1.7901, -1.3271, -0.9561, -0.5892, 0.4783, -0.6517, -0.9166, -0.7657, -0.7051, -0.8797, 0.0935, 0.3396, 0.2200, -0.0591, 0.4123, 1.3428, 0.5580, 0.4556, 0.3439, 0.5324, 0.4144, 0.3799, 0.5420, 0.3928, 0.6196, -0.3881, 2.4079, 0.0136, -0.1107, -0.9343, -0.5673, -0.0618, -0.7606, -0.0638, -1.0347, -0.4263, -0.0031, -0.3237, -0.4865, -0.4771, -0.7111, -0.1519, 0.2994, 0.3575, 0.3102, 0.1046, 0.6449, 0.4422, 0.3635, 0.4656, 0.4051], "gap_ev": 5.399, "total_charge": -2, "largest_force_ev_per_a": 8.830, "multiplicity": 1}